1.
Molecular formula: C9H14
Method: DFT, ωB97M-V with the def2-TZVPD basis set

Results
Net charge   -1
ΔE to the lowest compared entry with this formula, charge and spin   169.0 kJ/mol
Gap between HOMO and LUMO (alpha / beta)   2.67 / 6.89 eV
⟨S²⟩   0.761
Spin multiplicity   2

Geometry (Å):
C: -1.54 -2.80 0.76
C: -0.92 -3.73 -0.37
H: -1.37 -3.18 1.72
H: -1.20 -1.80 0.48
H: -2.63 -2.72 0.66
H: -1.68 -4.46 -0.75
H: 0.00 -4.15 0.02
H: -0.70 -3.04 -1.24
C: 1.75 -0.82 -0.62
C: -0.34 1.65 1.30
C: 0.24 0.45 0.85
C: -0.58 2.70 0.43
C: 0.96 0.39 -0.35
C: 0.03 2.75 -0.81
C: 0.76 1.56 -1.16
H: -0.59 1.94 2.38
H: 0.15 -0.50 1.57
H: -1.22 3.56 0.76
H: -0.17 3.42 -1.64
H: 1.12 -1.63 -0.92
H: 2.25 -1.20 0.17
H: 1.44 1.51 -1.90
H: 2.44 -0.59 -1.44

2.
Molecular formula: C6H14NO
Method: DFT, ωB97M-V with the def2-TZVPD basis set

Results
Net charge   +1
ΔE to the lowest compared entry with this formula, charge and spin   365.1 kJ/mol
Gap between HOMO and LUMO   8.03 eV

Geometry (Å):
C: -2.01 -0.49 0.96
C: -2.48 0.84 -1.15
C: 1.95 -1.02 -1.13
C: 3.20 0.50 0.61
C: -2.35 0.81 0.38
C: 1.93 -0.16 0.05
N: 0.86 0.00 0.74
O: -2.00 -1.47 0.12
H: -3.22 0.27 -1.47
H: -1.46 0.57 -1.45
H: -2.54 1.80 -1.35
H: 2.50 -0.70 -1.92
H: 0.87 -1.38 -1.21
H: 2.55 -2.02 -0.98
H: 3.61 0.09 1.49
H: 3.96 0.45 -0.02
H: 3.02 1.51 0.97
H: -1.72 1.71 0.87
H: -3.45 1.06 0.68
H: 0.85 0.59 1.55
H: -2.07 -2.42 0.25
H: -1.99 -0.55 2.01

3.
Molecular formula: C8H7NO2S
Method: DFT, ωB97M-V with the def2-TZVPD basis set

Results
ΔE to the lowest compared entry with this formula, charge and spin   205.3 kJ/mol
Gap between HOMO and LUMO (alpha / beta)   7.29 / 7.31 eV

Geometry (Å):
C: 3.45 -0.75 0.22
C: 3.35 0.63 -0.13
C: 2.19 -1.29 0.14
C: 2.02 0.85 -0.34
C: -2.31 0.88 0.22
C: -0.97 0.77 0.02
C: -3.39 0.03 -0.11
C: -0.07 -0.52 -0.02
N: 1.28 -0.30 -0.06
O: -0.49 -1.62 0.00
O: -5.83 -0.62 -0.39
S: -5.02 0.46 0.11
H: 4.25 -1.54 0.35
H: 4.23 1.24 -0.62
H: 1.93 -2.28 0.61
H: 1.66 1.75 -0.71
H: -2.59 1.89 0.49
H: -0.50 1.60 0.46
H: -3.20 -1.15 -0.25

4.
Molecular formula: C42H49ClN6O4P2SSbZn
Method: DFT, ωB97M-V with the def2-TZVPD basis set

Results
Net charge   +1
ΔE to the lowest compared entry with this formula, charge and spin   30.7 kJ/mol
Gap between HOMO and LUMO   7.33 eV

Geometry (Å):
Zn: 0.32 -0.80 1.25
Cl: 3.17 6.28 1.52
C: 2.37 4.78 1.87
C: 1.29 4.76 2.73
C: 0.65 3.56 3.01
C: 1.08 2.40 2.40
O: 0.48 1.19 2.60
C: 2.19 2.40 1.54
C: 2.80 1.20 0.96
N: 2.31 0.03 0.89
C: 3.12 -1.04 0.42
C: 4.06 -0.95 -0.58
C: 4.81 -2.09 -0.95
C: 4.63 -3.29 -0.33
C: 3.65 -3.42 0.69
C: 3.38 -4.63 1.37
C: 2.42 -4.66 2.33
C: 1.70 -3.48 2.62
N: 1.92 -2.35 2.01
C: 2.90 -2.29 1.06
C: 2.83 3.61 1.30
H: 0.94 5.68 3.19
H: -0.19 3.53 3.68
H: 3.82 1.37 0.60
H: 4.21 -0.02 -1.10
H: 5.55 -1.99 -1.74
H: 5.21 -4.16 -0.61
H: 3.94 -5.52 1.10
H: 2.19 -5.57 2.87
H: 0.90 -3.48 3.36
H: 3.70 3.64 0.66
C: -3.47 -0.68 -0.03
N: -3.34 0.77 -0.06
C: -4.52 1.45 0.49
P: -1.87 1.51 0.22
O: -0.77 0.44 0.00
O: -1.85 2.23 1.52
P: -0.45 0.47 3.72
O: -0.56 -0.89 3.07
N: 0.53 0.44 5.05
C: 0.41 1.43 6.12
C: 1.89 -0.06 4.85
N: -1.88 1.01 4.24
C: -2.81 -0.03 4.73
C: -2.46 2.35 4.25
N: -1.65 2.59 -1.06
C: -0.44 3.40 -0.85
C: -2.77 3.42 -1.47
H: -4.16 -1.03 -0.81
H: -3.85 -1.02 0.94
H: -2.50 -1.16 -0.19
H: -5.33 1.47 -0.24
H: -4.29 2.47 0.78
H: -4.88 0.92 1.38
H: -0.62 1.76 6.23
H: 1.05 2.31 5.94
H: 0.73 0.98 7.06
H: 1.89 -0.85 4.10
H: 2.25 -0.47 5.79
H: 2.57 0.73 4.53
H: -2.34 -1.01 4.73
H: -3.70 -0.06 4.10
H: -3.11 0.21 5.75
H: -1.92 3.02 3.59
H: -2.49 2.75 5.27
H: -3.48 2.30 3.87
H: 0.42 2.75 -0.71
H: -0.53 4.06 0.02
H: -0.26 4.01 -1.73
H: -3.65 2.80 -1.64
H: -2.52 3.92 -2.41
H: -3.02 4.20 -0.74
S: -0.11 -2.54 -0.30
Sb: -0.30 -1.40 -2.32
C: -2.34 -1.63 -2.85
C: -3.03 -0.77 -3.70
C: -4.37 -1.02 -3.98
C: -5.01 -2.12 -3.43
C: -4.31 -2.98 -2.60
C: -2.98 -2.74 -2.30
C: 0.57 0.36 -3.09
C: -0.18 1.38 -3.65
C: 0.46 2.39 -4.35
C: 1.85 2.40 -4.45
C: 2.60 1.40 -3.85
C: 1.96 0.37 -3.18
C: 0.72 -2.76 -3.61
C: 1.06 -2.36 -4.91
C: 1.71 -3.24 -5.76
C: 2.02 -4.53 -5.33
C: 1.67 -4.93 -4.05
C: 1.02 -4.05 -3.19
H: -2.55 0.08 -4.16
H: -4.91 -0.34 -4.64
H: -6.05 -2.31 -3.66
H: -4.80 -3.85 -2.17
H: -2.44 -3.40 -1.64
H: -1.25 1.41 -3.53
H: -0.12 3.18 -4.80
H: 2.34 3.20 -4.99
H: 3.68 1.41 -3.93
H: 2.55 -0.44 -2.75
H: 0.82 -1.36 -5.25
H: 1.96 -2.93 -6.76
H: 2.53 -5.21 -5.99
H: 1.89 -5.94 -3.72
H: 0.75 -4.37 -2.19

5.
Molecular formula: C21H24F3N3OS
Method: DFT, ωB97M-V with the def2-TZVPD basis set

Results
Gap between HOMO and LUMO   8.17 eV

Geometry (Å):
O: -4.77 -1.70 0.83
C: -4.62 -0.63 0.17
N: -3.50 -0.09 -0.48
C: -3.46 0.99 -1.25
H: -4.45 1.36 -1.45
C: -2.52 1.85 -0.53
C: -1.23 1.06 -0.27
H: -0.43 1.84 -0.06
C: -1.42 -0.09 0.27
N: -0.15 -0.96 0.63
C: 0.41 -1.32 -0.49
H: -0.26 -2.24 -0.97
C: 1.85 -2.25 -0.23
N: 2.73 -0.90 0.31
C: 4.04 -1.04 -0.07
C: 4.75 0.11 0.25
C: 6.23 -0.06 -0.04
C: 6.81 -1.14 -0.30
C: 6.19 -2.14 -0.51
C: 4.70 -2.18 -0.11
H: 4.13 -3.16 -0.35
H: 6.46 -3.09 -0.50
H: 7.90 -0.99 -0.48
C: 6.88 1.45 0.16
F: 8.27 1.43 -0.37
F: 6.81 2.07 1.14
F: 6.58 2.07 -0.99
H: 4.40 1.26 0.28
C: 1.98 0.11 1.00
H: 1.87 0.89 0.21
C: 0.78 -0.21 1.51
H: 1.00 -1.10 2.19
H: 0.34 0.56 2.10
H: 2.70 0.45 1.62
H: 2.22 -2.65 -0.98
H: 1.75 -2.60 0.73
H: 0.64 -0.80 -1.51
C: -2.44 -0.93 -0.08
H: -2.67 -1.81 0.24
H: -2.22 -1.09 -1.26
H: -1.69 0.09 1.50
H: -0.90 1.02 -1.19
H: -2.43 2.79 -1.16
H: -2.86 2.10 0.44
H: -3.29 0.81 -2.30
C: -5.81 0.20 0.13
C: -6.02 1.43 0.65
C: -7.30 1.87 0.56
C: -8.25 1.19 -0.12
S: -7.61 -0.31 -0.34
H: -9.30 1.24 -0.25
H: -7.71 3.04 0.78
H: -5.11 2.18 0.92

6.
Molecular formula: C6H10
Method: DFT, ωB97M-V with the def2-TZVPD basis set

Results
ΔE to the lowest compared entry with this formula, charge and spin   20.4 kJ/mol
Gap between HOMO and LUMO   9.76 eV
SMILES   CC1=CCCC1

Geometry (Å):
C: 2.21 0.12 0.11
C: 0.72 0.13 0.04
C: -0.07 1.18 -0.19
C: -1.51 0.79 -0.28
C: -1.55 -0.67 0.19
C: -0.10 -1.15 0.04
H: 2.63 -0.44 -0.74
H: 2.63 1.13 0.07
H: 2.57 -0.36 1.02
H: 0.28 2.20 -0.33
H: -1.92 1.51 0.48
H: -2.03 1.03 -1.22
H: -1.85 -0.68 1.24
H: -2.27 -1.29 -0.35
H: 0.05 -1.67 -0.92
H: 0.20 -1.85 0.83

7.
Molecular formula: C3H2N2O3
Method: DFT, ωB97M-V with the def2-TZVPD basis set

Results
ΔE to the lowest compared entry with this formula, charge and spin   612.0 kJ/mol
Gap between HOMO and LUMO   9.13 eV
SMILES   O=c1nconc1O

Geometry (Å):
O: -1.42 0.56 -1.95
C: -0.84 0.42 -0.78
N: -1.29 0.90 0.48
C: -0.77 0.18 1.49
O: 0.15 -1.04 1.54
N: 0.88 -1.06 0.39
C: 0.55 -0.28 -0.55
O: 1.60 0.31 -1.59
H: -1.35 0.22 2.35
H: 2.50 -0.21 -1.38

8.
Molecular formula: C6H16F6FeN8O10S2
Method: DFT, ωB97M-V with the def2-TZVPD basis set

Results
ΔE to the lowest compared entry with this formula, charge and spin   112.2 kJ/mol
Gap between HOMO and LUMO (alpha / beta)   3.32 / 5.16 eV
⟨S²⟩   20.016
Spin multiplicity   9

Geometry (Å):
Fe: -10.90 -0.97 -6.04
C: -10.80 -2.61 -9.98
F: -11.99 -3.04 -9.61
F: -10.34 -3.32 -11.00
F: -10.90 -1.33 -10.37
S: -9.53 -2.73 -8.58
O: -9.67 -4.09 -8.09
O: -8.25 -2.44 -9.18
O: -10.00 -1.75 -7.61
C: -11.25 3.02 -6.61
F: -11.12 4.31 -6.38
F: -12.01 2.46 -5.65
F: -11.80 2.82 -7.80
S: -9.56 2.12 -6.56
O: -9.94 0.73 -6.19
O: -9.02 2.13 -7.90
O: -8.79 2.84 -5.57
C: -13.45 0.00 -7.87
O: -12.37 -0.10 -7.24
N: -14.61 0.01 -7.17
N: -13.50 -0.10 -9.20
H: -14.53 0.14 -6.18
H: -15.46 -0.07 -7.69
H: -14.36 -0.49 -9.57
H: -12.69 -0.49 -9.66
C: -12.09 -0.20 -3.10
O: -11.72 -0.51 -4.28
N: -13.16 0.55 -2.78
N: -11.50 -0.80 -2.00
H: -13.74 0.26 -1.96
H: -13.68 0.97 -3.55
H: -10.81 -1.50 -2.30
H: -12.26 -1.01 -1.30
C: -8.64 -2.72 -4.45
O: -9.63 -1.94 -4.82
N: -7.39 -2.47 -4.95
N: -8.78 -3.67 -3.49
H: -7.40 -1.85 -5.74
H: -6.61 -3.07 -4.77
H: -7.98 -4.02 -2.96
H: -9.67 -4.08 -3.31
C: -12.43 -3.90 -5.96
O: -12.10 -2.69 -5.95
N: -12.17 -4.78 -6.93
N: -13.26 -4.33 -4.98
H: -11.44 -4.58 -7.60
H: -12.48 -5.73 -6.83
H: -13.54 -3.68 -4.27
H: -13.50 -5.30 -4.93

9.
Molecular formula: C4H8O2
Method: DFT, ωB97M-V with the def2-TZVPD basis set

Results
ΔE to the lowest compared entry with this formula, charge and spin   557.2 kJ/mol
Gap between HOMO and LUMO   11.53 eV

Geometry (Å):
C: 0.95 -1.26 -0.05
C: 0.05 -0.05 -0.43
C: 0.61 1.24 0.31
C: -1.27 -0.48 0.02
H: 0.84 -1.41 0.92
H: 2.19 -1.17 -0.36
H: 0.52 -2.35 -0.66
H: 0.16 0.00 -1.34
H: 1.45 1.59 0.03
H: 0.45 1.09 1.66
H: -0.15 2.27 -0.06
H: -1.85 1.38 -0.20
O: -2.24 0.68 -0.18
O: -1.72 -1.52 0.33

10.
Molecular formula: C25H26F4N3RuSe4
Method: DFT, ωB97M-V with the def2-TZVPD basis set

Results
Net charge   -2
ΔE to the lowest compared entry with this formula, charge and spin   0.0 kJ/mol
Gap between HOMO and LUMO (alpha / beta)   3.55 / 5.08 eV
⟨S²⟩   8.799
Spin multiplicity   6

Geometry (Å):
Ru: -2.08 0.30 -0.90
C: -1.48 -2.71 -1.32
C: -0.02 -2.77 -1.78
C: 0.16 -2.19 -3.18
C: 0.96 -2.22 -0.73
C: 1.89 -3.15 -0.21
C: 2.78 -2.79 0.79
C: 2.75 -1.51 1.31
C: 1.84 -0.54 0.82
C: 1.82 0.84 1.48
C: 3.19 1.53 1.41
C: 1.34 0.74 2.93
C: 0.96 -0.88 -0.25
N: 0.07 0.03 -0.74
C: 0.48 0.95 -1.67
C: 1.80 1.01 -2.18
C: 2.21 1.96 -3.13
C: 1.31 2.89 -3.61
C: 0.00 2.86 -3.16
C: -0.41 1.91 -2.21
F: -1.72 1.98 -1.88
H: -2.12 -3.28 -2.01
H: -1.87 -1.69 -1.29
H: -1.60 -3.15 -0.33
H: 0.20 -3.85 -1.89
H: -0.25 -1.18 -3.27
H: -0.36 -2.80 -3.92
H: 1.22 -2.15 -3.46
H: 1.91 -4.17 -0.58
H: 3.48 -3.52 1.18
H: 3.43 -1.26 2.12
H: 1.12 1.50 0.96
H: 3.95 1.01 2.00
H: 3.11 2.56 1.79
H: 3.55 1.59 0.38
H: 2.02 0.16 3.55
H: 0.35 0.27 2.98
H: 1.25 1.74 3.37
H: 2.54 0.29 -1.84
H: 3.24 1.95 -3.47
H: 1.62 3.63 -4.35
H: -0.73 3.57 -3.53
Se: -5.11 -1.48 1.25
Se: -4.27 -0.03 -0.87
Se: -2.60 -0.67 -2.85
Se: -1.76 0.79 -4.97
N: -0.86 0.36 6.49
C: -1.05 0.35 5.34
C: -1.28 0.34 3.93
C: -0.98 1.46 3.16
C: -1.22 1.40 1.80
N: -1.73 0.31 1.18
C: -2.02 -0.76 1.95
C: -1.82 -0.80 3.32
H: -0.56 2.36 3.60
H: -1.00 2.24 1.15
H: -2.43 -1.61 1.42
H: -2.07 -1.69 3.88
F: -3.17 1.58 1.55
C: -2.80 2.01 0.30
F: -3.90 2.58 -0.33
F: -1.80 2.95 0.41
H: -1.47 -1.12 -1.88

11.
Molecular formula: C25H17Cl3O16
Method: DFT, ωB97M-V with the def2-TZVPD basis set

Results
ΔE to the lowest compared entry with this formula, charge and spin   10.6 kJ/mol
Gap between HOMO and LUMO   7.83 eV
SMILES   O=C1C=C(O)C(=O)C=C1O.O=C1C=C(O)C(=O)C=C1O.O=C1C=C(O)C(=O)C=C1O.O=C1C=C(O)C(=O)C=C1O.ClC(Cl)Cl

Geometry (Å):
O: -5.86 -3.25 -2.39
C: -5.21 -2.90 -1.39
C: -5.74 -3.09 -0.10
C: -5.11 -2.58 0.93
O: -5.42 -2.76 2.18
C: -3.73 -1.97 0.79
O: -3.14 -1.86 1.85
C: -3.17 -1.83 -0.51
C: -3.93 -2.22 -1.57
O: -3.52 -2.11 -2.78
H: -6.72 -3.56 0.13
H: -4.70 -2.31 2.68
H: -2.19 -1.34 -0.71
H: -4.15 -2.45 -3.45
O: -1.24 5.51 -1.27
C: -0.31 6.15 -0.91
C: -0.41 7.04 0.21
C: 0.70 7.63 0.59
O: 0.88 8.30 1.76
C: 1.94 7.71 -0.32
O: 2.71 8.60 -0.09
C: 2.08 6.76 -1.41
C: 0.98 6.06 -1.71
O: 0.79 5.34 -2.76
H: -1.29 7.00 0.89
H: 1.71 8.79 1.58
H: 2.96 6.77 -1.99
H: -0.07 4.92 -2.69
O: 2.77 -5.05 -1.00
C: 2.46 -4.05 -1.60
C: 1.48 -3.15 -1.14
C: 1.02 -2.17 -1.96
O: -0.05 -1.42 -1.68
C: 1.60 -1.92 -3.32
O: 1.05 -0.99 -3.91
C: 2.65 -2.84 -3.83
C: 3.05 -3.81 -2.97
O: 3.99 -4.72 -3.36
H: 0.86 -3.44 -0.35
H: -0.22 -0.69 -2.29
H: 3.07 -2.80 -4.79
H: 4.18 -5.39 -2.61
O: 4.09 -1.82 2.42
C: 2.92 -1.94 2.81
C: 1.90 -1.18 2.20
C: 0.64 -1.50 2.58
O: -0.41 -0.95 1.99
C: 0.40 -2.41 3.79
O: -0.70 -2.50 4.22
C: 1.47 -3.17 4.40
C: 2.68 -2.94 3.95
O: 3.74 -3.44 4.51
H: 2.14 -0.56 1.37
H: -1.28 -1.31 2.28
H: 1.32 -3.83 5.23
H: 4.55 -3.07 4.04
Cl: -0.66 3.08 1.62
C: 0.06 2.04 0.36
Cl: 1.38 2.87 -0.48
Cl: -1.24 1.68 -0.77
H: 0.24 1.03 0.79

12.
Molecular formula: C20H26NO
Method: DFT, ωB97M-V with the def2-TZVPD basis set

Results
Net charge   +1
ΔE to the lowest compared entry with this formula, charge and spin   0.0 kJ/mol
Gap between HOMO and LUMO   9.00 eV
SMILES   C[C@@H]([NH2+]Cc1ccccc1OC1CCCC1)c1ccccc1

Geometry (Å):
C: 3.66 -1.81 1.07
C: 2.38 -1.19 0.53
N: 2.18 -1.67 -0.88
C: 1.03 -1.02 -1.59
C: 1.23 0.47 -1.65
C: 2.33 1.01 -2.30
C: 2.53 2.38 -2.33
C: 1.61 3.21 -1.72
C: 0.49 2.69 -1.08
C: 0.28 1.31 -1.04
O: -0.76 0.70 -0.45
C: -1.85 1.46 0.08
C: -2.64 2.19 -1.03
C: -4.07 1.63 -0.96
C: -3.89 0.24 -0.37
C: -2.83 0.46 0.70
C: 1.18 -1.55 1.38
C: 0.59 -0.57 2.16
C: -0.49 -0.88 2.97
C: -0.98 -2.18 3.00
C: -0.39 -3.16 2.22
C: 0.69 -2.84 1.41
H: 4.53 -1.54 0.47
H: 3.59 -2.90 1.12
H: 3.83 -1.46 2.09
H: 2.49 -0.11 0.48
H: 3.04 -1.47 -1.41
H: 2.04 -2.68 -0.85
H: 0.97 -1.45 -2.59
H: 0.12 -1.24 -1.04
H: 3.03 0.36 -2.80
H: 3.38 2.79 -2.84
H: 1.75 4.28 -1.73
H: -0.21 3.36 -0.62
H: -1.45 2.16 0.83
H: -2.63 3.27 -0.91
H: -2.20 1.95 -2.00
H: -4.67 2.24 -0.29
H: -4.55 1.62 -1.94
H: -3.51 -0.45 -1.13
H: -4.81 -0.17 0.03
H: -3.29 0.91 1.59
H: -2.31 -0.45 1.00
H: 0.97 0.44 2.14
H: -0.94 -0.12 3.58
H: -1.82 -2.42 3.63
H: -0.77 -4.17 2.24
H: 1.15 -3.63 0.83

Number 1: total energy -9557.045 eV. Number 2: total energy -9976.461 eV. Number 3: total energy -24826.120 eV. Number 4: total energy -158372.221 eV. Number 5: total energy -47653.368 eV. Number 6: total energy -6383.648 eV. Number 7: total energy -12260.639 eV. Number 8: total energy -111236.107 eV. Number 9: total energy -8367.506 eV. Number 10: total energy -305639.966 eV. Number 11: total energy -96524.285 eV. Number 12: total energy -24694.042 eV.